# 1
A cluster of 2 separate species, C3F10N2 in total in a non-equilibrium geometry. Source: the Open Molecules 2025 dataset; level of theory: ωB97M-V with the def2-TZVPD basis set.

Results
HOMO (spin up / spin down) ... -10.07 / -10.07 eV
Energy ... -33255.8079 eV
LUMO energy (spin up / spin down) ... -1.1 / -1.1 eV

Geometry (Å):
1 F 1.04242 2.29644 -1.41209
2 F 2.29398 -0.16703 -0.61048
3 F -1.60481 1.43969 -0.65810
4 F 1.10935 -1.46097 1.71312
5 F 0.00926 1.07275 -2.86942
6 F 0.68910 -1.11299 -1.74786
7 F -2.43368 -0.36804 0.18570
8 F 0.41210 1.14069 1.40843
9 F -0.63214 -2.14772 0.66262
10 F -0.83770 -1.20284 2.58629
11 N 1.09892 1.10371 -2.06159
12 N -1.57565 0.64478 0.47357
13 C -0.15956 -1.17276 1.43525
14 C 1.10852 -0.00122 -1.16793
15 C -0.25971 0.18430 0.74290


# 2
An isolated molecule of C3F4O in a non-equilibrium geometry. Source: the Open Molecules 2025 dataset; level of theory: ωB97M-V with the def2-TZVPD basis set.

Results
HOMO ... -9.86 eV
Energy ... -16023.4252 eV
LUMO energy ... 0.7 eV

Geometry (Å):
1 F -0.85582 -1.41180 0.78221
2 F 1.73609 -0.57733 1.01334
3 F -0.48204 -0.81740 -1.84154
4 F 1.20148 1.48136 0.62238
5 O -1.33620 0.56131 -0.26486
6 C 0.79754 0.23539 0.58606
7 C -0.52659 -0.16666 0.47718
8 C -0.27920 0.34766 -1.22880


# 3
An isolated molecule of C3F8. Source: the Open Molecules 2025 dataset; level of theory: ωB97M-V with the def2-TZVPD basis set.

Results
HOMO ... -13.31 eV
SMILES string ... FC(F)(F)C(F)(F)C(F)(F)F
Energy ... -24851.5153 eV
LUMO energy ... 0.9 eV

Geometry (Å):
1 F -1.35643 -1.00608 1.09347
2 F 2.33901 0.58465 -0.00508
3 F -0.00307 1.38332 1.09101
4 F -2.33912 0.58604 -0.00339
5 F -0.00566 1.35926 -1.10743
6 F 1.35764 -0.99627 1.08773
7 F 1.35519 -1.01377 -1.07678
8 F -1.35196 -1.02062 -1.07410
9 C 1.30527 -0.23670 0.00918
10 C -1.29782 -0.23625 -0.00761
11 C -0.00305 0.59642 -0.00699


# 4
A structure of composition C3F9NaO9S3 in a non-equilibrium geometry. Source: the Open Molecules 2025 dataset; level of theory: ωB97M-V with the def2-TZVPD basis set.

Results
HOMO ... -3.57 eV
Charge ... -2
Energy ... -82918.6687 eV
LUMO energy ... 0.4 eV

Geometry (Å):
1 S -21.25370 19.01791 21.38942
2 S -25.79413 17.87328 27.50628
3 S -20.74834 24.29934 28.74749
4 Na -18.90465 17.98409 27.78391
5 F -27.00231 16.14644 29.15676
6 F -21.94453 25.84683 30.58297
7 F -21.30981 18.94013 18.72778
8 F -28.00715 18.01499 28.87215
9 F -26.26170 17.85197 30.24824
10 F -20.82166 24.17988 31.48224
11 F -22.77673 23.85521 30.45623
12 F -20.48699 20.82295 19.61920
13 F -19.30436 19.06386 19.51634
14 O -20.11976 18.68462 22.29301
15 O -19.74744 25.34099 28.69567
16 O -22.03730 20.18933 21.85279
17 O -25.85576 19.34440 27.34744
18 O -26.41167 17.19827 26.32296
19 O -24.43705 17.35801 27.80136
20 O -20.22292 22.95571 28.80496
21 O -22.21690 17.96091 21.16241
22 O -21.83290 24.45068 27.72611
23 C -20.51092 19.50159 19.65012
24 C -21.64084 24.58729 30.47570
25 C -26.84318 17.43948 29.09965


# 5
A structure of composition C3H10AlBr3Cl2F7N3NaO15PS5 in a non-equilibrium geometry. Source: the Open Molecules 2025 dataset; level of theory: ωB97M-V with the def2-TZVPD basis set.

Results
HOMO ... -7.81 eV
Energy ... -367109.5363 eV
LUMO energy ... -6.6 eV

Geometry (Å):
1 Br -4.13182 2.18002 4.32478
2 Br -2.67082 3.25366 1.70875
3 Br -4.81535 0.95339 1.40382
4 Cl 0.66456 -2.07390 -3.87670
5 Cl 3.45475 -2.09514 -4.75318
6 S 5.04392 -4.95551 1.59571
7 S 1.70705 -2.12716 0.29859
8 S -3.58481 0.67495 -2.49578
9 S 2.12306 4.97722 -2.27349
10 S 1.24365 4.45228 0.14984
11 P -1.51102 0.66886 -1.93761
12 Al -2.63828 -0.82042 0.94269
13 Na 2.54897 -4.74220 -4.72933
14 F 4.01164 -0.92380 0.73089
15 F -0.20902 3.99414 0.68229
16 F -6.00959 0.78067 3.82420
17 F 2.37206 -0.11478 1.86156
18 F 3.24726 -1.99414 2.43601
19 F -3.72239 -0.00021 -4.61371
20 F 2.45622 6.40510 -1.65942
21 O -1.17367 1.72842 -0.76440
22 O -5.21018 -0.68103 -0.49122
23 O 5.79825 -5.95268 2.35121
24 O 5.44930 -3.62822 2.04815
25 O -2.21934 -1.09107 5.05947
26 O 0.55868 -2.38908 1.14329
27 O 3.61221 -5.12411 1.82614
28 O 1.72774 5.31266 -3.60149
29 O 1.41375 -1.18940 -0.78170
30 O 5.31745 -5.11992 0.17029
31 O 2.39593 -3.31754 -0.15068
32 O 3.35550 4.27175 -2.13735
33 O -4.38483 1.24687 -1.06278
34 O 1.40131 5.71318 0.79238
35 O 2.06957 3.38586 0.61473
36 N -1.38371 -0.89012 -1.17328
37 N -5.51773 0.34397 -0.94524
38 N 0.91337 4.47869 -1.39314
39 C -4.29163 2.50835 2.43264
40 C 2.33382 -2.41191 -3.40899
41 C 2.89569 -1.24358 1.38554
42 H -0.47449 -0.99002 -0.68753
43 H -3.84193 1.54542 -3.52424
44 H -1.41495 -1.23539 4.51950
45 H -1.39165 -1.56013 -1.93871
46 H 2.59801 -1.78423 -2.56476
47 H 2.41463 -3.45629 -3.12095
48 H -1.95152 2.21041 -0.42445
49 H -2.84843 -0.47995 4.60834
50 H -2.65263 -1.93499 5.29184
51 H -5.07856 3.24107 2.30748


# 6
A cluster of 2 separate species, C3H10ClFNPSSi in total in a non-equilibrium geometry. Source: the Open Molecules 2025 dataset; level of theory: ωB97M-V with the def2-TZVPD basis set.

Results
HOMO (spin up / spin down) ... -9.21 / -9.20 eV
Energy ... -48002.9351 eV
LUMO energy (spin up / spin down) ... -4.0 / -4.0 eV

Geometry (Å):
1 Cl 2.17186 -0.53282 2.27617
2 S 3.07586 -2.71586 -0.08229
3 P 2.31473 -0.93437 0.33744
4 Si -0.60116 0.20291 0.08017
5 F 3.20541 1.14744 -1.98075
6 N 0.70540 -1.01006 -0.05806
7 C 0.51758 1.70864 -0.18939
8 C -1.83099 0.04910 -1.39068
9 C -1.48350 -0.40189 1.68700
10 H -1.20126 -0.46137 -2.21551
11 H 0.11167 2.62857 0.13556
12 H -2.50474 -0.44328 1.47500
13 H -1.18530 -1.35536 1.81651
14 H 0.87184 1.61166 -1.26013
15 H -1.37999 0.13705 2.67986
16 H 0.63055 -1.76563 -0.83660
17 H -2.14182 1.06645 -1.55613
18 H 1.45258 1.64683 0.34878
19 H -2.72870 -0.57800 -1.26695